1.
DFT (wB97M-V/def2-TZVPD) results for the molecule C6H12N2O2 at a distorted geometry.

2S+1: 1
Energy above the lowest of the compared OMol25 structures with the same formula, charge and spin in kJ/mol: 240.6
HOMO in eV: -8.598
Structure (SMILES): [H]/N=C(\O)CN(C)[C@H]1C[C@H]1O
Energy in eV: -13489.9323

Cartesian coordinates (Å):
H1 3.52593 -0.12963 -1.48191
N1 2.60277 -0.56515 -1.15860
C1 2.35475 -0.00176 -0.05683
O1 3.31347 0.97264 0.31377
C2 1.13482 -0.11728 0.83199
N2 -0.12540 0.34274 0.31630
C3 -0.14183 1.70853 -0.17305
C4 -0.83056 -0.57934 -0.51487
C5 -1.48093 -1.77748 0.12973
C6 -2.32886 -0.66263 -0.41306
O2 -2.98333 0.19509 0.46483
H2 2.98847 1.48461 1.06498
H3 1.36427 0.42869 1.76298
H4 1.04627 -1.18210 1.10535
H5 0.35113 1.82167 -1.15575
H6 -1.18373 2.04395 -0.26345
H7 0.37063 2.36386 0.54574
H8 -0.42925 -0.73320 -1.52468
H9 -1.46069 -2.73494 -0.39091
H10 -1.41103 -1.82792 1.21770
H11 -2.86216 -0.84338 -1.35119
H12 -3.81475 -0.20696 0.73092

***

2.
DFT (wB97M-V/def2-TZVPD) results for the molecule C6H12N2O4 at a distorted geometry.

2S+1: 1
Energy above the lowest of the compared OMol25 structures with the same formula, charge and spin in kJ/mol: 176.5
HOMO in eV: -9.818
Structure (SMILES): C[C@H](NC(=O)[C@@H](N)CO)C(=O)O
Energy in eV: -17585.8817

Cartesian coordinates (Å):
C1 -2.33745 -0.38877 1.08594
C2 -1.05384 0.32040 0.82967
N1 0.19333 -0.42158 1.22711
C3 1.24625 -0.46736 0.47726
O1 2.30903 -0.93600 0.85941
C4 1.05041 -0.09927 -1.02474
N2 2.35274 0.07110 -1.72566
C5 0.11763 -1.10331 -1.84089
O2 0.02136 -0.77797 -3.15366
C6 -0.99151 1.62951 1.76275
O3 -1.67354 1.75397 2.69779
O4 0.17631 2.28615 1.60383
H1 -2.26465 -1.34296 0.54794
H2 -3.17355 0.21492 0.59873
H3 -2.62467 -0.51390 2.14278
H4 -0.84351 0.59609 -0.18450
H5 0.39483 -0.86075 2.04959
H6 0.50461 0.92400 -1.13615
H7 2.73674 0.82867 -1.13156
H8 2.89129 -0.75561 -1.47853
H9 -0.73135 -1.22208 -1.09676
H10 0.64406 -2.01812 -1.73730
H11 0.82744 -0.71434 -3.59287
H12 0.22803 2.99719 2.21980

***

3.
DFT (wB97M-V/def2-TZVPD) results for a structure of composition C6H12N2OPRh at a distorted geometry.

2S+1: 5
HOMO (spin up / spin down) in eV: -3.345 / -7.889
Expectation value of S²: 6.023
Energy in eV: -23733.7346

Cartesian coordinates (Å):
C1 0.28806 -1.85092 -0.55720
C2 0.53042 -2.64430 0.59578
C3 -0.66640 -2.75040 1.33908
C4 -1.72360 -2.10802 0.61345
C5 -1.13627 -1.49505 -0.53139
Rh1 0.49279 2.22989 -0.52163
P1 0.91826 1.83825 -2.45173
H1 1.03062 -1.48010 -1.27346
H2 1.47715 -3.11182 0.85125
H3 -0.79817 -3.22097 2.30824
H4 -1.62852 -0.85965 -1.25940
H5 -2.78384 -2.09253 0.84836
H6 -0.21256 1.42993 -3.23742
H7 1.78570 0.72380 -2.74300
H8 1.51458 2.90891 -3.21650
N1 -0.68221 3.79623 1.78258
C6 0.26110 2.84857 1.97522
N2 1.18979 2.99695 2.97367
O1 0.22257 1.76318 1.33785
H9 -0.81805 4.48593 2.51664
H10 -1.48969 3.53919 1.20788
H11 2.00286 2.39766 2.87098
H12 1.35726 3.94770 3.28360

***

4.
DFT (wB97M-V/def2-TZVPD) results for the molecule C6H12N2OS at a distorted geometry.

2S+1: 3
Energy above the lowest of the compared OMol25 structures with the same formula, charge and spin in kJ/mol: 42.7
HOMO (spin up / spin down) in eV: -8.524 / -9.113
Expectation value of S²: 2.014
Energy in eV: -22273.1801

Cartesian coordinates (Å):
C1 -0.66421 0.22451 -0.16584
C2 -1.34365 0.21766 -1.59538
C3 1.68166 -0.11324 -1.21739
C4 0.73814 -1.54311 0.73803
C5 1.26538 0.87243 1.06623
C6 0.74209 -0.15707 0.09334
N1 -1.36284 0.56855 0.80235
N2 -2.63559 0.49043 -1.80130
O1 -3.35448 -0.66367 1.39488
S1 -3.08909 0.65740 0.88019
H1 -0.93230 1.12220 -2.17065
H2 -0.94671 -0.75742 -2.06321
H3 2.67936 -0.29399 -0.81893
H4 1.53252 -0.85725 -2.09287
H5 1.82464 0.91719 -1.72102
H6 0.06827 -1.59912 1.53933
H7 1.72632 -1.70393 1.15561
H8 0.54916 -2.18643 -0.02641
H9 2.29811 0.54996 1.28265
H10 0.62002 1.10515 1.94247
H11 1.37394 1.79105 0.63736
H12 -2.77073 1.35869 2.14054

***

5.
DFT (wB97M-V/def2-TZVPD) results for the molecule C6H12N2OSSi at a distorted geometry.

2S+1: 1
Energy above the lowest of the compared OMol25 structures with the same formula, charge and spin in kJ/mol: 140.8
HOMO in eV: -9.135
Structure (SMILES): CC(=O)SN(C#N)[Si](C)(C)C
Energy in eV: -30156.0899

Cartesian coordinates (Å):
C1 -3.32609 1.86220 1.43464
C2 -2.51235 1.62775 0.27106
O1 -2.33460 2.24739 -0.74097
S1 -1.50354 0.02576 0.85080
N1 -0.27551 -0.98612 0.08513
C3 -0.69876 -1.98776 -0.62311
N2 -0.89324 -2.91694 -1.27604
Si1 1.37077 -0.55476 -0.42283
C4 1.58183 1.10499 0.49431
C5 2.22787 -1.99070 0.54258
C6 1.39126 -0.42934 -2.29160
H1 -3.45839 0.97055 2.15930
H2 -4.34283 1.91768 0.98081
H3 -3.02666 2.81048 1.96673
H4 1.25086 1.06861 1.57579
H5 2.54708 1.50163 0.67550
H6 0.99963 1.76010 -0.04304
H7 3.29338 -2.05042 0.48646
H8 2.03135 -1.89574 1.54535
H9 1.68309 -2.87798 0.22394
H10 0.56257 -1.05242 -2.63634
H11 1.20853 0.64047 -2.37911
H12 2.22375 -0.79545 -2.87933

***

6.
DFT (wB97M-V/def2-TZVPD) results for a structure of composition C6H12N2PSTb at a distorted geometry.

2S+1: 7
Energy above the lowest of the compared OMol25 structures with the same formula, charge and spin in kJ/mol: 0.0
HOMO (spin up / spin down) in eV: -5.427 / -6.162
Expectation value of S²: 12.731
Energy in eV: -51945.8335

Cartesian coordinates (Å):
C1 1.21286 1.67387 -1.67861
C2 2.09579 0.74720 -2.41065
C3 1.33452 -0.23726 -3.16497
C4 -0.05397 0.17210 -2.99553
C5 -0.18401 1.31993 -2.05761
Tb1 -0.27037 0.14900 0.95250
P1 -0.44988 2.58533 1.69142
H1 1.51657 2.72448 -1.41800
H2 3.19439 0.68782 -2.18668
H3 1.61578 -1.26277 -3.24834
H4 -1.00827 2.07029 -2.16384
H5 -0.93797 -0.38020 -3.37419
H6 -1.51461 3.46526 1.37330
H7 0.73113 3.37825 1.87389
H8 -0.73037 2.02064 3.03491
N1 -0.23471 -3.40794 1.87306
C6 -0.88343 -2.29151 1.50397
N2 -1.04356 -1.30598 2.54287
S1 -1.28588 -1.95012 -0.09389
H9 -0.04337 -3.69182 2.83972
H10 -0.01386 -4.11957 1.19432
H11 -1.88298 -0.67573 2.42061
H12 -1.16381 -1.67128 3.49175

***

7.
DFT (wB97M-V/def2-TZVPD) results for a structure of composition C6H12N3 at a distorted geometry.

2S+1: 1
Energy above the lowest of the compared OMol25 structures with the same formula, charge and spin in kJ/mol: 520.3
HOMO in eV: -13.042
Total charge: +1
Energy in eV: -10875.9249

Cartesian coordinates (Å):
C1 -0.44501 -1.28907 0.01070
C2 1.59972 -0.11757 0.15531
C3 -1.32555 -2.26923 -0.11041
C4 0.93659 1.15129 0.82770
C5 -0.45425 1.42048 0.30835
C6 3.02651 -0.22995 -0.34706
N1 0.81051 -1.06831 -0.22116
N2 -1.35196 0.30660 0.71037
N3 -2.41969 0.41410 -0.29554
H1 -2.32153 -2.21730 0.03695
H2 -0.99961 -3.12670 -0.65955
H3 0.67785 0.76233 1.81313
H4 1.57521 2.07439 0.88346
H5 -0.88677 2.26400 0.71718
H6 -0.51799 1.42582 -0.73399
H7 3.60994 0.51355 0.13766
H8 3.16541 -0.30355 -1.47363
H9 3.43338 -1.18206 -0.02110
H10 -3.27389 -0.02639 -0.00383
H11 -2.10655 0.02895 -1.29464
H12 -2.73234 1.46861 -0.43990

***

8.
DFT (wB97M-V/def2-TZVPD) results for the ion C6H12N3 with charge +1 at a distorted geometry.

2S+1: 1
Energy above the lowest of the compared OMol25 structures with the same formula, charge and spin in kJ/mol: 247.5
HOMO in eV: -13.784
Structure (SMILES): CN[C@H](C)n1ccc[nH+]1
Total charge: +1
Energy in eV: -10878.7523

Cartesian coordinates (Å):
C1 -0.09932 2.22562 1.11802
N1 0.07164 1.86741 -0.22267
C2 -0.53289 0.68976 -0.81014
C3 -1.95498 0.62189 -0.31745
N2 0.24744 -0.73086 -0.34896
C4 1.13462 -0.83719 0.63433
C5 1.70305 -2.13159 0.51423
C6 1.10919 -2.80680 -0.53860
N3 0.28483 -1.87139 -1.08713
H1 -0.14947 1.40344 1.80010
H2 0.82926 2.61930 1.47333
H3 -0.97160 2.88826 1.30282
H4 1.04566 1.80343 -0.44803
H5 -0.44323 0.62695 -1.88901
H6 -2.46357 -0.29568 -0.59999
H7 -1.84048 0.73884 0.70737
H8 -2.63326 1.35283 -0.73278
H9 1.22174 0.04477 1.37614
H10 2.51170 -2.58920 1.08709
H11 1.13231 -3.77311 -1.01828
H12 -0.20264 -1.84667 -2.00037